(1)
A structure of composition C31H37CdIN5O2. Source: the OMol25 dataset; level of theory: ωB97M-V/def2-TZVPD.

The LUMO energy is 1.9 eV. Its HOMO energy is -2.1257 eV. The HOMO-LUMO gap is 4.028 eV. The calculation puts the total energy at -56957.97863 eV.

The geometry in ORCA input format:
```
! wB97M-V def2-TZVPD RIJCOSX def2/J DEFGRID3
* xyz -1 1
C 2.333 4.480 2.521
H 4.184 -4.777 -2.089
H 3.876 -1.840 -4.972
O -0.210 -0.313 -2.343
H -1.585 2.726 2.381
H -3.592 -0.661 -3.317
H 4.522 1.402 -1.282
C 0.141 0.699 -4.882
C -4.272 0.260 -1.447
H -0.551 3.707 0.008
C -5.404 2.357 -0.899
C 3.971 -2.872 -2.525
C 1.479 -2.052 1.320
C -3.450 0.270 -2.744
H -6.531 4.171 -0.535
H -4.617 5.226 0.661
N 1.094 -1.544 0.046
H 4.308 3.482 0.460
H 1.519 5.158 2.264
N 1.432 2.417 1.441
H 4.337 -2.454 -1.584
C 3.371 2.975 0.650
C 3.198 -3.006 2.772
C -1.005 4.648 0.306
H -2.692 5.348 1.383
H -2.795 3.735 3.177
N -1.904 1.544 0.207
H -4.384 -0.885 0.404
N 2.153 -0.663 -4.951
H -6.229 1.889 -1.438
H -4.293 -1.886 -1.067
C -2.240 4.373 1.177
C 3.531 1.007 -1.065
H 4.223 -3.336 2.893
C -3.927 -0.965 -0.587
H -3.754 1.113 -3.371
H 4.807 -2.892 -3.223
H 3.266 5.039 2.494
H -0.261 5.268 0.835
H 2.616 -3.471 4.796
H -1.306 5.187 -0.600
H 0.482 0.970 -5.879
C -4.229 1.623 -0.753
C 0.859 -0.688 -2.908
H 2.324 -2.917 -0.761
C 1.120 -0.252 -4.264
H 0.526 2.418 1.881
C 2.879 1.815 0.015
H 0.027 1.593 -4.266
N 1.701 1.479 0.516
C -3.303 3.560 0.447
I -1.327 -1.304 2.325
C -1.901 3.760 2.544
C -4.513 4.214 0.265
H -5.316 0.123 -1.735
C 1.799 -1.554 -2.310
H -1.130 4.341 3.074
H 3.631 -0.041 -0.764
H -2.390 0.376 -2.522
C 3.030 -1.532 -4.366
H 3.519 -2.388 0.757
H 2.167 4.131 3.544
H -2.862 -1.058 -0.455
C -3.061 2.175 -0.042
C 1.026 -2.581 3.657
C 1.721 -2.030 -0.954
C 2.403 3.336 1.562
C 2.310 -3.070 3.835
C -5.592 3.642 -0.403
Cd -0.435 0.252 -0.283
H 2.942 1.023 -1.986
C 0.622 -2.078 2.424
C 2.790 -2.492 1.554
O 3.452 -4.196 -2.305
C 2.898 -1.994 -3.091
H 0.327 -2.582 4.482
H -0.851 0.241 -4.936
*
```


(2)
An isolated molecule of C24H25N3O4S. Source: the OMol25 dataset; level of theory: ωB97M-V/def2-TZVPD.

The LUMO energy is 0.3 eV. Its HOMO energy is -8.1750 eV. The HOMO-LUMO gap is 8.450 eV. The structure (SMILES) is COc1ccc(N(CC(=O)N/N=C(\C)c2ccc(C)cc2)S(=O)(=O)c2ccccc2)cc1. The calculation puts the total energy at -48788.00669 eV.

The geometry in ORCA input format:
```
! wB97M-V def2-TZVPD RIJCOSX def2/J DEFGRID3
* xyz 0 1
H 5.359 -3.215 1.163
C -4.066 -0.492 0.728
H 7.715 -1.331 -0.737
C 3.905 0.037 -0.272
C -2.076 1.592 -1.631
C -2.796 -1.194 -1.178
C -3.196 -0.178 -0.317
H 3.480 0.938 -0.685
C -4.510 -1.783 0.905
S -2.324 1.889 1.035
C 0.703 -1.382 1.233
C -1.804 4.401 0.093
H -2.118 -0.998 -1.995
H 1.285 -1.785 2.055
C -4.115 -2.802 0.035
H -1.403 6.362 -0.659
C 0.949 4.169 0.397
C 7.300 -1.544 0.247
H -2.249 2.662 -1.770
N -2.771 1.159 -0.447
H -0.035 -0.694 1.649
O -4.618 -4.042 0.296
C -1.238 3.238 0.583
O 0.160 1.992 -2.406
N -0.128 0.427 -0.776
H -4.583 -4.922 -1.583
C -4.259 -5.104 -0.553
O -3.499 2.434 1.641
H 5.924 0.584 -0.689
C 5.817 -1.338 0.246
H 7.773 -0.867 0.959
C -0.977 5.451 -0.267
C 3.040 -0.920 0.263
C 3.588 -2.093 0.778
O -1.586 0.905 1.784
N 1.189 0.142 -0.647
H -2.511 1.086 -2.499
H -4.382 0.289 1.398
C 0.397 5.328 -0.125
H -2.927 -3.245 -1.707
H -0.790 0.019 -0.118
H -3.179 -5.285 -0.538
H 7.554 -2.564 0.522
H 1.041 6.143 -0.417
C -3.258 -2.491 -1.011
H -5.178 -2.030 1.714
H 0.529 2.209 1.183
H 2.017 4.080 0.517
C 0.126 3.115 0.760
H 2.949 -2.871 1.167
H -2.878 4.466 0.010
C 5.268 -0.169 -0.275
H 0.165 -2.198 0.747
C 4.956 -2.295 0.765
C -0.554 1.373 -1.652
C 1.594 -0.678 0.244
H -4.775 -5.979 -0.163
*
```


(3)
A structure of composition C3H4HgLiO. Source: the OMol25 dataset; level of theory: ωB97M-V/def2-TZVPD.

The LUMO energy (alpha / beta) is -0.7 / -0.7 eV. Its HOMO energy (alpha / beta) is -6.4341 / -6.7241 eV. The HOMO-LUMO gap (alpha / beta) is 5.775 / 6.064 eV. The calculation puts the total energy at -9597.16504 eV.

The geometry in ORCA input format:
```
! wB97M-V def2-TZVPD RIJCOSX def2/J DEFGRID3
* xyz 0 2
H 0.611 -1.546 0.573
H -1.203 1.321 -0.380
H 0.319 -0.028 -2.112
Hg 1.800 1.511 0.271
C -0.748 0.620 0.359
H -0.541 -1.900 -0.832
O -0.133 1.274 1.332
Li -1.065 0.052 2.283
C 0.755 -0.091 -1.096
C 0.204 -1.214 -0.398
*
```


(4)
A structure of composition C37H28CsN4OPSe. Source: the OMol25 dataset; level of theory: ωB97M-V/def2-TZVPD.

The LUMO energy is 3.8 eV. Its HOMO energy is -2.1106 eV. The HOMO-LUMO gap is 5.892 eV. The calculation puts the total energy at -122015.69105 eV.

The geometry in ORCA input format:
```
! wB97M-V def2-TZVPD RIJCOSX def2/J DEFGRID3
* xyz -2 1
H -0.093 -3.465 -0.705
O -1.894 -1.015 1.795
C 0.777 -0.055 3.907
H 2.492 -1.206 4.473
C 4.045 5.116 -0.679
C 3.236 -1.386 -0.250
H 3.963 6.709 0.733
H 1.609 3.568 4.311
C 2.395 3.306 -0.425
C 1.768 2.063 -0.790
C -5.190 -3.139 4.557
N -3.691 -0.343 -5.656
H -1.289 5.475 1.829
H -6.550 -0.537 2.877
C 3.497 3.882 -1.116
H -1.400 -3.797 0.475
C 0.882 4.355 4.156
H -0.484 7.020 5.744
C 0.284 -2.809 1.308
C 1.720 -2.511 1.035
C 0.321 1.035 3.180
C -5.808 -1.253 3.209
C -0.742 5.430 2.765
H 2.065 5.728 1.988
C -2.993 -0.706 -4.801
P 0.463 3.239 1.538
H -5.450 -3.898 5.287
C -3.902 -3.084 4.049
C 2.357 1.477 -1.902
H 1.173 5.219 6.098
C 3.024 0.463 3.225
C 2.562 1.543 2.489
H 1.965 0.530 -2.288
H -4.223 -0.453 1.976
H 3.255 2.141 1.909
C 0.637 5.283 5.158
C -2.156 -2.002 2.543
H 4.831 -2.979 2.262
Cs -0.876 0.443 -0.194
C -4.516 -1.200 2.701
H 4.865 3.625 -2.777
H -3.138 -3.782 4.364
C 1.204 1.843 2.467
H 4.883 5.534 -1.231
C -0.982 6.369 3.759
H 0.072 -0.710 4.401
C 0.200 4.417 2.940
N -1.344 -2.961 2.929
H -0.746 1.228 3.137
C 2.722 -2.980 1.884
C 2.452 5.205 1.122
H 3.845 1.480 -3.479
Se -1.887 -1.299 -3.461
H -1.715 7.151 3.600
C -6.150 -2.222 4.141
N 1.970 -1.740 -0.025
C 1.904 4.015 0.718
C 3.456 2.013 -2.615
H 3.404 -0.724 -1.089
C 4.025 3.198 -2.236
C -0.293 6.296 4.961
H 2.445 -3.590 2.732
C -3.552 -2.112 3.114
H -7.157 -2.266 4.541
H 5.303 -1.484 0.299
C 2.134 -0.337 3.935
C 4.030 -2.629 1.621
N -0.027 -2.796 2.545
C 4.297 -1.805 0.535
C 3.538 5.766 0.408
H 4.081 0.223 3.219
C -0.637 -3.084 0.158
H -1.172 -2.181 -0.139
*
```